# 1
DFT (ωB97M-V/def2-TZVPD) results for a 4-piece molecular cluster, C15H29IN6O5 overall in a non-equilibrium geometry.

The geometry in ORCA input format:
```
! wB97M-V def2-TZVPD RIJCOSX def2/J DEFGRID3
* xyz 0 1
C 1.714 -2.177 0.835
C 1.169 -1.032 -0.159
C 1.818 0.387 0.055
C 1.411 1.571 -0.874
C 0.356 1.272 -1.994
C -0.324 -0.100 -2.193
C 0.083 -1.286 -1.259
C -0.611 -2.721 -1.448
C -2.213 -2.460 -1.616
O -2.710 -1.613 -0.558
C -3.859 -2.168 0.113
C -5.228 -1.345 -0.138
O -5.175 -0.010 0.474
C -4.787 0.964 -0.514
I -4.102 2.798 0.511
H 1.830 -1.755 1.886
H 2.766 -2.444 0.433
H 1.109 -3.140 0.805
H 2.596 0.553 0.901
H 1.861 2.621 -0.754
H 0.081 2.124 -2.700
H -1.087 -0.221 -3.025
H -0.176 -3.341 -2.298
H -0.520 -3.286 -0.444
H -2.760 -3.452 -1.749
H -2.353 -1.882 -2.611
H -3.656 -2.066 1.250
H -4.049 -3.278 -0.070
H -5.530 -1.291 -1.239
H -6.102 -1.875 0.403
H -3.917 0.614 -1.172
H -5.639 1.260 -1.229
N 4.980 2.710 0.008
C 5.428 1.554 0.553
N 6.777 1.432 0.596
O 4.674 0.688 0.974
H 5.581 3.433 -0.344
H 3.982 2.838 -0.042
H 7.149 0.585 0.995
H 7.413 2.130 0.256
N 2.196 -2.753 6.385
C 3.012 -2.882 5.309
N 3.095 -1.779 4.524
O 3.623 -3.911 5.066
H 1.686 -1.916 6.602
H 2.108 -3.551 6.992
H 3.692 -1.836 3.714
H 2.602 -0.924 4.706
N -2.976 4.960 -3.887
C -2.047 4.055 -3.486
N -2.391 3.335 -2.392
O -0.982 3.902 -4.069
H -3.855 5.101 -3.423
H -2.756 5.515 -4.697
H -1.727 2.652 -2.063
H -3.260 3.444 -1.898
*
```

Output
SMILES	Cc1ccccc1CCOCCOCI.NC(N)=O.NC(N)=O.NC(N)=O
HOMO	-8.04	eV
electronic energy	-43300.91146	eV

=====

# 2
DFT (ωB97M-V/def2-TZVPD) results for a 2-piece molecular cluster, C4H8OS overall in a non-equilibrium geometry.

The geometry in ORCA input format:
```
! wB97M-V def2-TZVPD RIJCOSX def2/J DEFGRID3
* xyz 0 1
C -1.006 1.461 0.021
C 0.162 1.004 -0.370
C -0.250 -1.569 -0.094
C 0.874 0.097 0.445
O -1.487 -1.336 0.417
S 2.635 -0.318 0.146
H -1.775 2.080 -0.566
H -1.452 1.185 1.031
H 0.444 0.890 -1.395
H 0.174 -2.356 0.421
H -0.150 -1.496 -1.186
H 0.660 -0.010 1.506
H -1.870 -0.411 0.079
H 3.043 0.779 -0.455
*
```

Output
HOMO	-8.14	eV
relative energy (zero: lowest compared OMol25 entry of this formula, charge and spin)	313.6	kJ/mol
electronic energy	-17157.19966	eV

=====

# 3
DFT (ωB97M-V/def2-TZVPD) results for C12H27AuBN4OTa as an isolated structure in a non-equilibrium geometry.

The geometry in ORCA input format:
```
! wB97M-V def2-TZVPD RIJCOSX def2/J DEFGRID3
* xyz 2 1
N -1.909 -0.511 -0.041
C -2.965 -1.054 0.207
O -3.978 -1.573 0.495
Au -1.652 2.780 1.454
Ta -0.032 0.024 -0.018
N 0.255 1.695 -0.963
N 0.765 -1.457 -1.035
C -0.375 2.477 -2.005
C 0.187 -2.455 -1.949
C -0.077 3.974 -1.790
C 0.210 2.001 -3.344
C -1.879 2.229 -1.959
C -0.477 -3.544 -1.098
C 1.271 -3.096 -2.836
C -0.859 -1.779 -2.831
H -0.408 4.278 -0.780
H -0.641 4.545 -2.551
H 0.996 4.185 -1.919
H 1.297 2.155 -3.368
H -0.233 2.589 -4.160
H -0.008 0.936 -3.522
H -2.149 1.165 -2.064
H -2.348 2.799 -2.776
H -2.298 2.598 -1.002
H 0.250 -4.019 -0.428
H -0.928 -4.317 -1.746
H -1.273 -3.113 -0.475
H 1.976 -3.718 -2.263
H 1.825 -2.320 -3.384
H 0.776 -3.749 -3.581
H -1.305 -2.528 -3.506
H -0.381 -1.007 -3.441
H -1.667 -1.323 -2.246
C 1.659 2.019 -0.595
H 2.072 1.306 0.148
H 2.322 1.977 -1.475
H 1.722 3.016 -0.130
C 2.120 -1.743 -0.501
H 2.365 -1.088 0.349
H 2.194 -2.779 -0.133
H 2.882 -1.568 -1.274
B 0.085 -0.003 4.615
C 0.263 0.006 3.117
N 0.297 -0.004 1.926
H -0.981 0.567 4.831
H 1.015 0.591 5.145
H 0.019 -1.165 4.998
*
```

Output
HOMO (spin up / spin down)	-15.83 / -15.83	eV
relative energy (zero: lowest compared OMol25 entry of this formula, charge and spin)	0.0	kJ/mol
electronic energy	-26792.10319	eV

=====

# 4
DFT (ωB97M-V/def2-TZVPD) results for a 2-piece molecular cluster, C5H14N3 overall in a non-equilibrium geometry.

The geometry in ORCA input format:
```
! wB97M-V def2-TZVPD RIJCOSX def2/J DEFGRID3
* xyz 1 1
C 2.114 -0.374 -0.851
C 0.616 -0.134 -0.691
C -0.121 -1.310 -0.032
C -1.596 -1.483 -0.609
N -2.695 1.523 0.677
C -2.786 0.307 0.311
N -2.078 -0.170 -0.721
N 0.409 1.103 0.025
H 2.399 -1.391 -1.116
H 2.627 -0.082 0.064
H 2.534 0.232 -1.652
H 0.235 0.009 -1.704
H 0.417 -2.233 -0.186
H -0.323 -1.027 0.994
H -2.222 -2.086 0.063
H -1.617 -1.965 -1.586
H -3.474 1.810 1.271
H -0.498 1.532 0.014
H -3.448 -0.358 0.884
H 4.025 2.064 2.886
H 1.080 1.788 -0.309
H 4.401 2.245 2.268
*
```

Output
HOMO	-13.67	eV
relative energy (zero: lowest compared OMol25 entry of this formula, charge and spin)	699.3	kJ/mol
electronic energy	-9869.91900	eV

=====

# 5
DFT (ωB97M-V/def2-TZVPD) results for the molecule C4H7NO.

The geometry in ORCA input format:
```
! wB97M-V def2-TZVPD RIJCOSX def2/J DEFGRID3
* xyz 0 1
H -1.330 0.925 -1.566
N -0.792 1.709 -1.178
C 0.047 1.255 -0.328
C 0.172 -0.155 0.104
C 1.555 -0.749 0.142
C -0.935 -0.812 0.480
O -2.177 -0.278 0.565
H 0.730 1.982 0.126
H 1.521 -1.843 0.124
H 2.137 -0.420 -0.725
H 2.104 -0.441 1.040
H -0.933 -1.855 0.790
H -2.098 0.681 0.427
*
```

Output
SMILES	[H]/N=C\C(C)=C/O
HOMO	-8.94	eV
relative energy (zero: lowest compared OMol25 entry of this formula, charge and spin)	165.4	kJ/mol
electronic energy	-7797.92969	eV

=====

# 6
DFT (ωB97M-V/def2-TZVPD) results for the molecule C5H11NO2S in a non-equilibrium geometry.

The geometry in ORCA input format:
```
! wB97M-V def2-TZVPD RIJCOSX def2/J DEFGRID3
* xyz 0 1
H 0.400 -2.966 0.669
N 0.113 -3.078 -0.304
C 0.372 -2.036 -0.930
C 0.007 -1.672 -2.320
S 1.285 -0.488 -0.082
O 1.689 -0.900 1.255
O 2.297 -0.072 -1.029
C 0.119 0.966 0.302
C 0.942 1.907 1.166
C -0.961 0.304 1.175
H -0.476 -2.458 -2.791
H -0.876 -0.969 -2.381
H 0.895 -1.132 -2.629
H -0.379 1.164 -0.582
H 1.386 2.714 0.429
H 0.357 2.402 1.825
H 1.661 1.425 1.657
H -0.530 -0.360 1.819
H -1.713 -0.163 0.717
H -1.311 1.052 1.765
*
```

Output
SMILES	[H]/N=C(/C)S(=O)(=O)C(C)C
HOMO	-9.64	eV
relative energy (zero: lowest compared OMol25 entry of this formula, charge and spin)	322.7	kJ/mol
electronic energy	-21780.93884	eV

=====

# 7
DFT (ωB97M-V/def2-TZVPD) results for the molecule C3H6BrP in a non-equilibrium geometry.

The geometry in ORCA input format:
```
! wB97M-V def2-TZVPD RIJCOSX def2/J DEFGRID3
* xyz 0 1
C 0.773 -0.376 -1.212
C -0.082 0.710 -0.631
C 0.024 0.030 0.672
P -1.245 -1.281 0.972
Br -0.759 -1.752 3.074
H 0.282 -1.273 -1.563
H 1.774 -0.546 -0.857
H 0.163 1.740 -0.757
H -1.107 0.374 -1.127
H 0.923 0.413 1.347
H -2.294 -0.522 1.542
*
```

Output
HOMO	-8.34	eV
relative energy (zero: lowest compared OMol25 entry of this formula, charge and spin)	200.0	kJ/mol
electronic energy	-82536.49803	eV

=====

# 8
DFT (ωB97M-V/def2-TZVPD) results for C21H18ClFeNO5 as an isolated structure in a non-equilibrium geometry.

The geometry in ORCA input format:
```
! wB97M-V def2-TZVPD RIJCOSX def2/J DEFGRID3
* xyz 0 5
C -4.455 1.725 1.222
C -3.103 2.232 0.788
O -2.093 1.404 1.410
C -0.840 1.806 1.090
C 0.180 0.883 1.626
N 1.399 1.304 1.711
C 2.471 0.695 2.105
C 3.779 1.288 1.962
C 4.958 0.511 2.089
C 6.209 1.085 1.910
C 6.301 2.458 1.622
Cl 7.838 3.168 1.393
C 5.145 3.252 1.521
C 3.891 2.661 1.667
O -0.590 2.806 0.441
H -5.231 2.111 0.553
H -4.516 0.631 1.227
H -4.677 2.092 2.230
H -2.992 2.162 -0.303
H -2.962 3.277 1.098
H -0.183 -0.033 2.110
H 2.434 -0.324 2.529
H 4.859 -0.548 2.336
H 7.119 0.491 1.996
H 5.237 4.319 1.329
H 2.977 3.248 1.581
O -3.579 -4.599 -3.712
C -3.021 -3.863 -3.006
Fe -2.034 -2.944 -1.887
C -2.369 -4.019 -0.510
O -2.512 -4.873 0.262
C -0.697 -4.024 -2.344
O -0.086 -4.961 -2.658
C -0.543 -1.057 -0.431
C 0.213 -0.783 -1.560
C -0.198 -0.962 -2.869
C -1.428 -1.580 -3.258
C -2.707 -1.180 -2.730
C -2.871 -0.901 -1.397
C -1.917 -1.427 -0.453
H -0.040 -1.124 0.538
H 1.237 -0.445 -1.373
H 0.520 -0.728 -3.666
H -1.457 -2.002 -4.276
H -3.540 -1.102 -3.431
H -3.803 -0.452 -1.031
H -2.321 -1.680 0.544
*
```

Output
HOMO (spin up / spin down)	-6.19 / -9.25	eV
electronic energy	-80700.41880	eV